No. 1
{"formula": "C19H22Cl2F5N4O2PS3SeW", "method": "wB97M-V/def2-TZVPD", "species": ["W", "C", "C", "N", "N", "C", "N", "S", "C", "C", "C", "C", "C", "N", "H", "H", "H", "H", "H", "H", "H", "H", "H", "H", "C", "C", "O", "P", "S", "S", "O", "C", "C", "H", "H", "H", "H", "H", "H", "H", "H", "H", "H", "F", "C", "C", "F", "C", "F", "C", "Se", "C", "F", "C", "F", "Cl", "C", "Cl", "H", "H"], "xyz": [[0.069, 1.043, -0.716], [-3.062, -1.896, -1.903], [-1.848, -1.025, -1.818], [-1.521, -0.341, -0.717], [-2.371, -0.431, 0.368], [-2.037, 0.170, 1.504], [-2.872, 0.127, 2.539], [-0.513, 0.939, 1.670], [-0.938, -0.789, -2.868], [-0.973, -1.439, -4.121], [-0.008, -1.180, -5.051], [1.022, -0.275, -4.729], [1.035, 0.324, -3.507], [0.067, 0.107, -2.567], [-2.982, -2.750, -1.225], [-3.199, -2.284, -2.905], [-3.969, -1.333, -1.663], [-3.277, -0.860, 0.242], [-3.757, -0.352, 2.512], [-2.614, 0.617, 3.379], [-1.762, -2.143, -4.336], [-0.034, -1.668, -6.015], [1.806, -0.047, -5.436], [1.812, 1.025, -3.240], [6.500, 2.012, -0.697], [5.764, 0.704, -0.837], [4.375, 0.946, -1.231], [3.152, 1.080, -0.271], [1.940, 2.578, -0.869], [1.981, -0.537, -0.187], [3.824, 1.428, 1.114], [3.024, 1.667, 2.306], [3.918, 2.286, 3.348], [7.542, 1.810, -0.445], [6.065, 2.618, 0.097], [6.473, 2.572, -1.630], [5.771, 0.128, 0.087], [6.165, 0.092, -1.641], [2.618, 0.708, 2.629], [2.203, 2.338, 2.041], [4.767, 1.638, 3.563], [3.350, 2.429, 4.268], [4.287, 3.255, 3.016], [-3.503, 0.432, -6.366], [-3.127, 1.012, -5.233], [-1.967, 1.775, -5.196], [-1.243, 1.916, -6.303], [-1.563, 2.350, -4.007], [-0.415, 3.032, -4.006], [-2.284, 2.184, -2.831], [-1.635, 2.899, -1.175], [-3.436, 1.426, -2.901], [-4.162, 1.194, -1.793], [-3.869, 0.837, -4.080], [-4.964, 0.074, -4.092], [-1.114, 3.733, 3.900], [-1.259, 4.545, 2.333], [0.248, 4.505, 1.402], [-1.512, 5.582, 2.517], [-2.021, 4.042, 1.749]], "forces_ev_per_angstrom": [[-0.7, -0.7, 0.2], [0.1, 0.0, 0.1], [-0.1, 0.0, 0.1], [0.1, 0.4, -0.2], [0.0, 0.0, 0.0], [0.1, 0.2, 0.1], [0.1, 0.0, -0.1], [0.0, -0.3, -0.1], [0.2, -0.1, 0.0], [0.0, 0.1, 0.0], [0.0, 0.0, 0.1], [0.0, 0.0, -0.1], [0.0, 0.0, 0.0], [-0.1, -0.2, -0.1], [0.0, 0.0, 0.0], [0.0, 0.0, 0.0], [0.0, 0.0, 0.0], [0.0, 0.0, -0.1], [0.0, 0.0, 0.0], [0.0, 0.0, 0.0], [0.0, 0.0, 0.0], [0.0, 0.0, 0.0], [0.0, 0.0, 0.0], [0.0, 0.0, 0.0], [0.0, 0.0, 0.0], [0.0, 0.0, 0.0], [0.0, 0.0, 0.0], [0.0, 0.0, 0.1], [0.0, 0.5, -0.1], [0.1, 0.0, 0.0], [0.1, 0.0, 0.0], [0.0, 0.0, 0.0], [0.0, 0.0, 0.0], [0.0, 0.0, 0.0], [0.0, 0.0, 0.0], [0.0, 0.0, 0.0], [0.0, 0.0, 0.0], [0.0, 0.0, 0.0], [0.0, 0.0, 0.0], [0.0, 0.0, 0.0], [0.0, 0.0, 0.0], [0.0, 0.0, 0.0], [0.0, 0.0, 0.0], [0.0, 0.0, 0.0], [0.0, 0.0, 0.0], [-0.1, -0.1, 0.0], [0.0, 0.0, 0.0], [0.0, 0.0, 0.0], [-0.1, 0.0, 0.0], [-0.1, 0.0, 0.1], [0.5, 0.1, -0.3], [-0.1, -0.1, 0.0], [0.0, 0.0, 0.0], [0.0, 0.0, 0.0], [0.0, 0.0, 0.0], [0.0, 0.0, 0.0], [0.0, 0.1, -0.1], [-0.1, 0.0, 0.1], [0.0, 0.0, 0.0], [0.0, 0.0, 0.0]], "lowdin_spin": [1.2432, -0.0163, -0.1166, -0.0619, -0.0014, 0.0014, -0.0038, 0.0244, -0.0466, -0.0258, -0.0299, -0.0358, -0.0137, -0.0510, -0.0052, 0.0004, -0.0043, 0.0001, -0.0001, 0.0001, -0.0005, -0.0009, -0.0012, 0.0003, 0.0002, 0.0014, 0.0054, 0.0124, 0.0519, 0.0279, 0.0017, 0.0003, 0.0001, 0.0001, 0.0000, 0.0000, 0.0000, 0.0001, 0.0003, 0.0002, 0.0000, 0.0000, 0.0000, 0.0000, 0.0005, -0.0015, -0.0003, 0.0008, 0.0008, 0.0101, 0.0278, 0.0015, 0.0018, -0.0012, -0.0002, -0.0001, 0.0004, 0.0024, 0.0000, 0.0004], "orbital_gap_ev": [6.37, 6.12], "total_charge": 1, "spin_multiplicity": 2, "e_tot_ev": -177712.210, "relative_energy_kj_mol": 0.0}

=====

No. 2
{"formula": "C19H22Cl2N2O6S", "method": "wB97M-V/def2-TZVPD", "species": ["C", "N", "C", "O", "C", "N", "C", "C", "C", "C", "C", "C", "Cl", "H", "Cl", "O", "C", "C", "O", "C", "H", "H", "H", "H", "H", "H", "H", "H", "S", "O", "O", "C", "C", "C", "C", "C", "C", "H", "H", "O", "C", "H", "H", "H", "H", "H", "H", "H", "H", "H", "H", "H"], "xyz": [[3.762, -3.492, -1.990], [2.481, -3.125, -2.547], [1.879, -1.969, -2.230], [2.430, -1.082, -1.598], [0.470, -1.799, -2.807], [-0.568, -1.604, -1.814], [-0.960, -0.301, -1.452], [-0.016, 0.659, -1.102], [-0.397, 1.902, -0.620], [-1.767, 2.184, -0.525], [-2.715, 1.254, -0.902], [-2.316, 0.007, -1.363], [-3.491, -1.157, -1.814], [-3.764, 1.491, -0.833], [-2.257, 3.714, 0.091], [0.462, 2.856, -0.198], [1.832, 2.517, -0.066], [2.539, 3.651, 0.686], [2.376, 3.596, 2.079], [1.097, 3.990, 2.534], [0.828, 4.973, 2.134], [0.324, 3.271, 2.250], [1.162, 4.041, 3.619], [3.615, 3.568, 0.515], [2.179, 4.612, 0.293], [2.288, 2.395, -1.056], [1.941, 1.581, 0.496], [1.027, 0.396, -1.194], [-0.570, -2.662, -0.478], [0.415, -3.666, -0.771], [-1.912, -3.096, -0.255], [-0.075, -1.640, 0.900], [1.258, -1.454, 1.201], [1.621, -0.600, 2.229], [0.638, 0.062, 2.966], [-0.711, -0.147, 2.651], [-1.064, -0.993, 1.625], [-2.097, -1.177, 1.377], [-1.458, 0.368, 3.234], [0.876, 0.899, 3.996], [2.212, 1.172, 4.368], [2.142, 1.810, 5.246], [2.742, 1.707, 3.575], [2.749, 0.256, 4.631], [2.667, -0.457, 2.447], [2.010, -1.969, 0.627], [0.195, -2.682, -3.390], [0.470, -0.924, -3.463], [1.903, -3.887, -2.868], [3.638, -4.176, -1.148], [4.250, -2.581, -1.645], [4.373, -3.968, -2.757]], "forces_ev_per_angstrom": [[0.1, 0.1, 0.0], [0.1, -0.3, -0.3], [0.0, 0.0, -0.5], [0.1, 0.2, 0.2], [0.2, -0.4, -0.1], [0.2, -0.5, 0.9], [-0.6, 0.8, 0.0], [0.0, 0.3, 0.0], [-0.2, -0.2, 0.0], [0.2, -0.2, 0.0], [0.2, 0.0, 0.0], [0.4, 0.1, 0.0], [-0.5, 0.1, -0.2], [-0.1, 0.0, 0.0], [-0.1, 0.2, 0.1], [-0.3, 0.1, -0.1], [0.5, 0.2, 0.2], [-0.2, -0.4, -0.3], [0.1, -0.1, 0.1], [-0.1, 0.0, 0.1], [0.0, 0.0, 0.0], [0.0, 0.1, 0.0], [-0.1, 0.0, 0.0], [-0.1, 0.0, -0.1], [0.1, 0.0, 0.0], [0.0, 0.0, 0.0], [0.0, 0.1, -0.1], [0.1, 0.0, 0.1], [-0.2, -0.1, 0.0], [0.2, 0.2, 0.1], [0.0, 0.3, 0.3], [-0.1, -0.6, -0.5], [0.0, -0.1, -0.1], [0.1, 0.1, 0.2], [-0.1, -0.2, -0.2], [0.1, 0.1, 0.0], [-0.1, 0.0, 0.2], [-0.2, 0.0, 0.0], [-0.1, 0.1, 0.1], [-0.3, -0.1, -0.1], [0.3, 0.1, 0.0], [0.1, 0.0, 0.0], [0.0, -0.1, 0.0], [0.0, 0.0, 0.0], [0.1, 0.0, 0.1], [0.1, 0.0, 0.0], [0.1, 0.1, -0.1], [0.0, -0.1, 0.1], [-0.1, 0.2, 0.0], [0.0, 0.0, 0.0], [0.0, -0.1, 0.0], [0.0, 0.0, 0.1]], "lowdin_charge": [-0.0552, 0.0110, -0.5040, 0.0300, -0.0782, -0.1674, -0.3141, 0.0586, -0.2772, -0.5812, -0.1109, -0.6030, 0.7592, 0.1086, 0.7356, -0.0763, -0.1420, -0.1846, -0.1941, -0.0929, 0.0955, 0.0787, 0.0900, 0.1299, 0.1319, 0.1399, 0.1256, 0.0964, 0.7073, -0.2702, -0.3032, -0.2760, -0.0450, 0.0000, -0.2679, 0.0265, -0.0474, 0.1196, 0.1259, -0.0742, -0.0722, 0.0981, 0.0839, 0.0965, 0.1129, 0.1086, 0.1260, 0.1491, 0.1335, 0.0904, 0.0845, 0.0833], "orbital_gap_ev": 9.11, "spin_multiplicity": 1, "e_tot_ev": -71204.380}

=====

No. 3
{"formula": "C19H22Cl42F2O4S", "method": "wB97M-V/def2-TZVPD", "species": ["C", "C", "C", "F", "C", "F", "C", "O", "S", "O", "O", "O", "H", "H", "H", "H", "H", "H", "H", "H", "C", "Cl", "Cl", "Cl", "H", "C", "Cl", "Cl", "Cl", "H", "C", "Cl", "Cl", "Cl", "H", "C", "Cl", "Cl", "Cl", "H", "C", "Cl", "Cl", "Cl", "H", "C", "Cl", "Cl", "Cl", "H", "C", "Cl", "Cl", "Cl", "H", "C", "Cl", "Cl", "Cl", "H", "C", "Cl", "Cl", "Cl", "H", "C", "Cl", "Cl", "Cl", "H", "C", "Cl", "Cl", "Cl", "H", "C", "Cl", "Cl", "Cl", "H", "C", "Cl", "Cl", "Cl", "H", "C", "Cl", "Cl", "Cl", "H"], "xyz": [[3.305, 1.022, -4.753], [2.453, 2.270, -5.008], [1.141, 2.163, -4.231], [0.805, 3.400, -3.704], [-0.025, 1.629, -5.035], [-0.201, 2.191, -6.260], [-1.305, 1.674, -4.184], [-1.398, 0.390, -3.533], [-1.073, -0.635, -4.721], [-2.183, -0.682, -5.607], [-0.560, -1.855, -4.209], [0.149, 0.228, -5.291], [3.446, 0.865, -3.688], [2.858, 0.119, -5.148], [4.274, 1.212, -5.199], [2.988, 3.102, -4.565], [2.306, 2.450, -6.066], [1.305, 1.465, -3.414], [-1.346, 2.402, -3.386], [-2.175, 1.862, -4.810], [3.584, 5.791, 1.497], [3.452, 4.324, 2.464], [3.115, 7.210, 2.433], [5.221, 5.973, 0.862], [2.906, 5.705, 0.660], [1.906, -2.705, -6.686], [2.621, -2.802, -5.074], [2.615, -1.384, -7.616], [2.093, -4.235, -7.540], [0.849, -2.508, -6.569], [0.432, 9.361, 0.578], [0.758, 7.909, -0.371], [1.810, 10.459, 0.531], [-1.030, 10.165, 0.006], [0.274, 9.062, 1.604], [5.668, 1.037, 3.672], [6.432, 2.062, 2.457], [3.918, 0.989, 3.434], [6.382, -0.578, 3.668], [5.850, 1.474, 4.637], [-3.309, -0.893, -1.164], [-3.880, 0.726, -1.571], [-1.867, -0.801, -0.145], [-4.580, -1.824, -0.372], [-3.041, -1.398, -2.082], [6.259, -2.912, -5.422], [7.318, -3.385, -4.092], [5.897, -1.189, -5.417], [6.976, -3.381, -6.965], [5.324, -3.444, -5.309], [-6.471, 0.100, 3.037], [-6.429, 1.109, 4.485], [-7.599, 0.759, 1.850], [-4.865, -0.076, 2.341], [-6.820, -0.882, 3.321], [-6.076, -5.545, 1.419], [-6.603, -3.912, 1.008], [-4.638, -5.501, 2.437], [-7.379, -6.429, 2.213], [-5.826, -6.059, 0.501], [-10.500, -3.270, 2.599], [-10.889, -4.800, 3.388], [-9.095, -2.518, 3.362], [-10.231, -3.512, 0.877], [-11.344, -2.605, 2.720], [7.439, -0.569, 7.622], [7.966, 0.006, 9.206], [6.349, 0.605, 6.876], [8.823, -0.887, 6.583], [6.896, -1.493, 7.759], [5.199, -2.707, 0.443], [6.229, -3.441, 1.679], [5.037, -0.974, 0.730], [5.846, -3.067, -1.160], [4.219, -3.157, 0.516], [-13.730, -4.613, -1.375], [-13.190, -4.710, 0.301], [-13.001, -3.224, -2.184], [-13.357, -6.105, -2.238], [-14.802, -4.481, -1.379], [-1.930, -2.503, 4.434], [-1.960, -0.897, 5.166], [-2.867, -3.646, 5.400], [-2.530, -2.444, 2.779], [-0.904, -2.844, 4.411], [8.034, 3.944, 7.961], [7.930, 5.178, 9.217], [6.915, 4.296, 6.643], [9.685, 3.801, 7.358], [7.752, 2.994, 8.396]], "forces_ev_per_angstrom": [[-0.1, 0.4, -0.2], [0.0, -0.6, 0.8], [1.2, 0.0, -0.9], [-0.3, 0.0, -0.1], [-1.0, -0.7, 0.2], [0.1, 0.5, 0.6], [-1.0, 0.6, 0.3], [0.3, -0.4, -0.9], [-0.3, -0.6, 0.7], [0.3, 0.4, -0.3], [0.1, 0.4, 0.1], [0.3, 0.0, 0.0], [0.1, 0.1, 0.2], [0.1, -0.1, -0.2], [0.2, -0.4, -0.1], [0.0, 0.4, -0.1], [-0.1, 0.1, -0.1], [-0.3, 0.0, 0.3], [0.5, 0.2, 0.0], [0.0, -0.3, -0.2], [0.1, 0.0, 0.1], [0.0, 0.0, 0.0], [0.0, 0.0, 0.0], [0.0, 0.0, 0.0], [0.0, 0.0, -0.1], [0.1, 0.0, 0.0], [0.0, 0.0, 0.0], [0.0, 0.0, 0.0], [0.0, 0.0, 0.0], [0.0, 0.0, 0.0], [0.0, 0.1, 0.0], [0.0, -0.1, -0.1], [0.0, 0.0, 0.0], [0.0, 0.0, 0.0], [0.0, 0.0, 0.0], [0.1, -0.1, -0.3], [0.0, 0.0, 0.0], [0.0, -0.1, 0.1], [0.0, 0.2, 0.2], [0.1, 0.1, 0.1], [0.0, 0.1, 0.1], [-0.1, 0.0, 0.0], [0.0, 0.0, -0.1], [0.2, -0.1, -0.3], [0.0, 0.0, 0.0], [0.1, -0.1, -0.2], [0.0, 0.1, 0.0], [0.1, 0.0, 0.1], [0.0, 0.0, 0.0], [0.0, 0.0, 0.0], [0.1, 0.1, -0.1], [0.0, 0.0, 0.0], [0.0, 0.0, 0.0], [-0.1, 0.2, 0.3], [0.0, 0.0, 0.0], [0.0, 0.0, 0.1], [0.0, 0.0, 0.0], [0.0, 0.0, 0.0], [0.0, 0.0, 0.0], [0.0, 0.0, 0.0], [0.1, -0.1, -0.1], [0.0, 0.0, 0.0], [-0.1, 0.0, 0.1], [0.3, 0.2, 0.1], [0.0, 0.0, 0.0], [0.2, 0.0, -0.1], [0.0, 0.0, 0.0], [0.0, 0.0, 0.4], [0.0, 0.0, 0.0], [0.0, 0.0, 0.0], [0.2, 0.0, 0.1], [0.0, -0.1, 0.0], [-0.1, -0.2, -0.5], [-0.1, 0.2, 0.1], [0.0, 0.0, 0.0], [0.1, 0.0, 0.0], [-0.3, -0.1, 0.0], [0.0, 0.0, 0.0], [0.0, 0.0, 0.0], [0.0, 0.0, 0.0], [-0.1, 0.0, 0.0], [0.0, 0.0, 0.0], [0.0, 0.0, 0.0], [0.2, -0.1, 0.1], [0.0, 0.0, 0.0], [0.0, 0.0, 0.0], [0.0, 0.0, 0.0], [0.0, 0.0, 0.0], [0.0, 0.0, 0.0], [0.0, 0.0, 0.0]], "lowdin_charge": [-0.1168, -0.1469, -0.2475, 0.0231, -0.4298, 0.1230, -0.0845, -0.2136, 0.5932, -0.1946, -0.2231, -0.1064, 0.0848, 0.0077, 0.0528, 0.1197, 0.1190, 0.1641, 0.1411, 0.1443, -1.5539, 0.5100, 0.5168, 0.5287, -0.0067, -1.5254, 0.5689, 0.5546, 0.5475, -0.0022, -1.5674, 0.5141, 0.5226, 0.5293, 0.0062, -1.5618, 0.5257, 0.5066, 0.4842, -0.0785, -1.5206, 0.5546, 0.5239, 0.4860, 0.0039, -1.5583, 0.5140, 0.5409, 0.5298, -0.0348, -1.5548, 0.5309, 0.5209, 0.4949, -0.0367, -1.5311, 0.4898, 0.5213, 0.5283, 0.0144, -1.5339, 0.5224, 0.5326, 0.4947, 0.0152, -1.5198, 0.5418, 0.5615, 0.5403, 0.0162, -1.5267, 0.5111, 0.5107, 0.5053, 0.0122, -1.5479, 0.5014, 0.5212, 0.5272, 0.0100, -1.5395, 0.5265, 0.5207, 0.4772, 0.0108, -1.5693, 0.5299, 0.5118, 0.5257, -0.0354], "orbital_gap_ev": 10.70, "spin_multiplicity": 1, "e_tot_ev": -570460.244}

=====

No. 4
{"formula": "C19H22ClN4O4Si", "method": "wB97M-V/def2-TZVPD", "species": ["C", "Si", "C", "C", "N", "C", "C", "C", "C", "Cl", "N", "H", "H", "H", "H", "H", "H", "H", "H", "H", "H", "H", "H", "C", "C", "C", "C", "C", "C", "N", "O", "O", "H", "H", "H", "H", "H", "C", "C", "C", "C", "C", "C", "N", "O", "O", "H", "H", "H", "H", "H"], "xyz": [[2.255, -2.009, 1.486], [1.906, -0.261, 0.922], [2.648, 0.072, -0.764], [2.495, 1.011, 2.133], [0.053, -0.060, 0.691], [-0.635, -1.063, 0.180], [-1.997, -0.935, -0.025], [-2.547, 0.270, 0.337], [-1.733, 1.283, 0.867], [-2.395, 2.777, 1.310], [-0.441, 1.123, 1.048], [2.960, -2.451, 0.789], [2.746, -1.978, 2.453], [1.392, -2.665, 1.569], [1.950, 0.655, -1.359], [2.842, -0.872, -1.262], [3.565, 0.636, -0.654], [2.524, 1.981, 1.644], [3.491, 0.748, 2.475], [1.865, 1.111, 3.015], [-0.105, -1.968, -0.063], [-2.574, -1.743, -0.436], [-3.602, 0.464, 0.216], [-5.966, -4.852, 2.996], [-5.944, -4.891, 1.608], [-4.769, -4.631, 0.924], [-3.631, -4.334, 1.655], [-3.631, -4.290, 3.038], [-4.813, -4.550, 3.709], [-2.380, -4.068, 0.939], [-2.402, -4.081, -0.278], [-1.379, -3.826, 1.587], [-6.886, -5.062, 3.525], [-6.842, -5.131, 1.056], [-4.740, -4.667, -0.154], [-2.727, -4.062, 3.584], [-4.833, -4.523, 4.789], [2.853, 6.572, -2.737], [1.970, 5.577, -2.340], [2.190, 4.262, -2.716], [3.300, 3.968, -3.486], [4.189, 4.944, -3.895], [3.959, 6.256, -3.514], [3.549, 2.572, -3.882], [2.751, 1.725, -3.521], [4.541, 2.342, -4.536], [2.679, 7.598, -2.441], [1.106, 5.826, -1.739], [1.506, 3.482, -2.419], [5.046, 4.688, -4.500], [4.644, 7.032, -3.826]], "forces_ev_per_angstrom": [[-0.3, 0.3, -0.1], [1.5, 0.1, 0.0], [-0.9, -0.2, 0.6], [-0.7, 0.0, 0.0], [0.6, -0.1, 0.3], [-0.1, 0.0, 0.0], [-0.3, 0.7, 0.2], [-0.4, -0.2, -0.2], [0.4, -0.4, -0.1], [-0.1, 0.2, 0.1], [-0.3, -0.3, -0.2], [0.0, -0.1, -0.2], [0.0, 0.0, 0.2], [-0.1, -0.1, 0.0], [0.1, 0.1, -0.3], [0.1, 0.0, -0.3], [0.2, 0.1, 0.0], [0.1, 0.2, 0.0], [0.2, -0.1, -0.1], [-0.1, 0.0, 0.1], [0.2, -0.1, 0.0], [-0.1, -0.1, -0.1], [-0.1, 0.0, 0.0], [0.0, 0.0, 0.0], [0.0, 0.0, 0.1], [-0.1, 0.0, -0.1], [0.0, -0.1, 0.1], [0.1, 0.0, 0.2], [-0.1, 0.0, -0.1], [0.0, -0.1, 0.0], [0.0, 0.1, -0.1], [0.1, 0.1, 0.1], [0.0, 0.0, 0.0], [0.0, 0.0, 0.0], [0.1, 0.0, 0.0], [0.1, 0.0, -0.1], [0.0, 0.0, 0.0], [0.0, 0.0, 0.0], [0.1, 0.0, 0.0], [-0.1, 0.0, 0.1], [0.0, 0.1, 0.0], [0.1, 0.1, -0.1], [-0.1, 0.0, 0.1], [0.0, 0.0, 0.0], [-0.1, 0.0, 0.1], [0.0, 0.0, 0.0], [0.0, 0.0, 0.0], [0.0, 0.0, 0.0], [0.0, -0.1, 0.0], [0.0, -0.1, 0.0], [0.0, 0.0, 0.0]], "lowdin_charge": [-0.1385, 0.6010, -0.1474, -0.1661, -0.0841, -0.0417, 0.0224, -0.0074, -0.7081, 0.7982, 0.0981, 0.0433, 0.0416, 0.0228, 0.0184, 0.0418, 0.0467, 0.0385, 0.0466, 0.0383, 0.1295, 0.1136, 0.1257, -0.0516, -0.0523, 0.0011, -0.1546, -0.0003, -0.0531, -0.3466, 0.0605, 0.0636, 0.1147, 0.1146, 0.1217, 0.1199, 0.1141, -0.0638, -0.0670, -0.0129, -0.1483, 0.0032, -0.0552, -0.3457, 0.0459, 0.0966, 0.1106, 0.1067, 0.1095, 0.1228, 0.1127], "orbital_gap_ev": 7.57, "total_charge": 1, "spin_multiplicity": 1, "e_tot_ev": -54599.668}